{"formula": "C29H18F6N4O12ReS2", "method": "ωB97M-V/def2-TZVPD", "elements": ["Re", "O", "C", "O", "C", "C", "C", "C", "C", "N", "C", "O", "O", "H", "H", "H", "H", "H", "C", "C", "N", "C", "C", "C", "C", "C", "C", "C", "C", "C", "N", "C", "H", "H", "H", "H", "H", "H", "H", "H", "F", "C", "F", "F", "S", "O", "O", "N", "S", "O", "O", "C", "F", "F", "F", "O", "C", "O", "C", "C", "C", "C", "O", "C", "O", "C", "C", "H", "H", "H", "H", "H"], "xyz": [[-0.92, 0.18, -0.35], [0.94, 2.88, 2.61], [0.25, 1.98, 1.99], [0.55, 1.44, 0.92], [-1.00, 1.52, 2.61], [-1.46, 1.80, 3.88], [-2.63, 1.16, 4.29], [-3.27, 0.28, 3.43], [-2.72, 0.08, 2.18], [-1.63, 0.70, 1.77], [-3.17, -0.85, 1.10], [-4.30, -1.50, 1.11], [-2.73, -0.50, -0.06], [1.75, 3.15, 2.07], [-0.93, 2.49, 4.52], [-3.03, 1.34, 5.28], [-4.17, -0.23, 3.75], [-4.61, -1.72, 2.00], [-1.60, 4.26, -1.81], [-1.62, 3.15, -0.97], [-1.40, 1.92, -1.41], [-1.18, 1.75, -2.75], [-1.11, 2.80, -3.66], [-1.32, 4.10, -3.14], [-0.83, 2.50, -5.04], [-0.68, 1.23, -5.46], [-0.81, 0.13, -4.54], [-0.72, -1.23, -4.89], [-0.87, -2.21, -3.94], [-1.08, -1.85, -2.61], [-1.14, -0.56, -2.25], [-1.04, 0.41, -3.20], [-1.77, 5.24, -1.39], [-1.82, 3.26, 0.09], [-1.27, 4.95, -3.80], [-0.74, 3.33, -5.74], [-0.45, 1.01, -6.49], [-0.53, -1.50, -5.92], [-0.82, -3.25, -4.19], [-1.18, -2.58, -1.82], [3.37, -1.17, -0.72], [3.26, -0.55, -1.88], [4.44, -0.15, -2.30], [2.70, -1.36, -2.77], [2.14, 0.90, -1.73], [0.96, 0.21, -1.07], [1.81, 1.37, -3.04], [2.92, 1.81, -0.78], [2.49, 3.34, -0.60], [1.17, 3.61, -1.11], [2.77, 3.73, 0.76], [3.70, 4.29, -1.67], [3.07, 4.64, -2.78], [4.74, 3.53, -1.97], [4.10, 5.36, -1.01], [-2.00, -2.13, 1.82], [-0.78, -2.25, 1.48], [-0.30, -1.56, 0.50], [0.09, -3.15, 2.20], [1.44, -3.21, 1.86], [2.32, -4.03, 2.57], [1.79, -4.76, 3.61], [2.43, -5.61, 4.43], [1.45, -6.12, 5.34], [0.19, -5.53, 4.99], [0.44, -4.71, 3.94], [-0.44, -3.92, 3.26], [1.81, -2.62, 1.04], [3.37, -4.09, 2.32], [1.72, -5.83, 6.36], [1.39, -7.20, 5.24], [-1.49, -3.90, 3.51]], "lowdin_spin": [0.804, -0.001, 0.000, -0.001, 0.000, 0.000, 0.000, 0.000, -0.001, -0.002, 0.007, 0.003, 0.036, 0.000, 0.000, 0.000, 0.000, 0.000, -0.003, 0.023, -0.005, 0.008, 0.000, 0.026, 0.001, -0.003, 0.001, 0.006, 0.000, 0.007, -0.007, -0.002, -0.001, 0.001, 0.001, 0.000, 0.000, 0.000, 0.000, 0.000, 0.001, 0.000, 0.000, 0.000, 0.005, 0.031, 0.006, 0.001, 0.000, 0.001, 0.000, 0.000, 0.000, 0.000, 0.000, 0.014, 0.004, 0.035, 0.000, 0.001, 0.000, 0.000, 0.000, 0.000, 0.000, 0.000, 0.000, 0.000, 0.000, 0.000, 0.000, 0.000], "spin_multiplicity": 2, "total_charge": 2, "fmax_ev_per_a": 2.77, "s2": 0.76, "gap_ha": [0.20260, 0.20059], "de_lowest_kj_mol": 0.00, "homo_ev": [-12.78, -12.78]}

{"formula": "C6H10BiO6", "method": "ωB97M-V/def2-TZVPD", "elements": ["O", "C", "O", "C", "C", "C", "C", "O", "C", "O", "O", "H", "H", "H", "H", "H", "H", "H", "H", "H", "Bi", "O", "H"], "xyz": [[-2.25, 0.30, 0.58], [-1.53, 1.37, 0.76], [-0.25, 1.25, 0.61], [0.48, 0.34, 1.48], [1.96, 0.47, 1.16], [2.32, 0.46, -0.32], [1.53, -0.48, -1.21], [1.57, -1.80, -0.66], [0.67, -2.66, -1.09], [-0.04, -2.53, -2.06], [0.65, -3.71, -0.27], [0.09, -0.67, 1.30], [0.28, 0.64, 2.52], [2.45, -0.37, 1.69], [2.34, 1.39, 1.61], [3.39, 0.22, -0.42], [2.20, 1.46, -0.74], [1.96, -0.50, -2.22], [0.48, -0.17, -1.30], [-0.05, -4.32, -0.54], [-1.33, 4.38, 0.31], [-2.07, 2.44, 0.42], [-3.07, 0.71, 0.10]], "lowdin_spin": [0.002, 0.016, 0.013, 0.000, 0.000, 0.000, 0.000, 0.000, 0.000, 0.000, 0.000, 0.000, 0.000, 0.000, 0.000, 0.000, 0.000, 0.000, 0.000, 0.000, 0.871, 0.098, 0.000], "spin_multiplicity": 2, "total_charge": 2, "fmax_ev_per_a": 5.83, "s2": 0.75, "gap_ha": [0.10701, 0.11403], "de_lowest_kj_mol": 33.55, "homo_ev": [-15.68, -15.68]}

{"formula": "H24O12", "method": "ωB97M-V/def2-TZVPD", "elements": ["O", "H", "H", "O", "H", "H", "O", "H", "H", "O", "H", "H", "O", "H", "H", "O", "H", "H", "O", "H", "H", "O", "H", "H", "O", "H", "H", "O", "H", "H", "O", "H", "H", "O", "H", "H"], "xyz": [[-3.04, -0.43, -2.57], [-2.97, -1.24, -2.07], [-2.14, -0.11, -2.64], [-0.11, 2.63, 1.80], [-0.51, 1.83, 1.48], [0.47, 2.91, 1.09], [2.83, -0.44, 2.07], [2.15, -1.12, 2.05], [2.71, -0.01, 2.91], [-2.51, -2.62, -1.02], [-3.25, -3.07, -0.62], [-2.07, -2.17, -0.30], [0.04, 0.02, -2.14], [-0.03, -0.93, -2.11], [0.58, 0.20, -2.91], [-1.28, 3.55, -0.89], [-0.92, 4.15, -1.54], [-0.64, 2.84, -0.85], [3.03, 0.26, -0.60], [3.97, 0.44, -0.62], [2.87, -0.05, 0.30], [-3.48, -0.24, 0.79], [-2.56, -0.12, 1.02], [-3.79, 0.64, 0.59], [0.41, -2.12, 2.62], [0.89, -2.25, 1.80], [0.19, -3.00, 2.92], [1.47, 2.54, -0.36], [2.12, 3.23, -0.26], [1.97, 1.78, -0.63], [1.48, -2.28, 0.27], [1.04, -3.09, -0.01], [2.15, -2.13, -0.40], [-0.68, 0.22, 0.49], [0.09, -0.29, 0.75], [-0.50, 0.47, -0.41]], "mulliken_charge": [-0.635, 0.415, 0.312, -0.670, 0.365, 0.381, -0.705, 0.276, 0.330, -0.686, 0.318, 0.267, -0.591, 0.275, 0.230, -0.601, 0.266, 0.312, -0.666, 0.304, 0.421, -0.631, 0.328, 0.305, -0.616, 0.369, 0.313, -0.576, 0.261, 0.300, -0.661, 0.253, 0.254, -0.334, 0.298, 0.218], "smiles": "O.O.O.O.O.O.O.O.O.O.O.O", "fmax_ev_per_a": 1.22, "gap_ha": 0.33756, "de_lowest_kj_mol": 146.97, "homo_ev": -9.71}

{"formula": "C6H7N", "method": "ωB97M-V/def2-TZVPD", "elements": ["C", "C", "C", "C", "C", "C", "N", "H", "H", "H", "H", "H", "H", "H"], "xyz": [[3.27, -0.55, 0.00], [2.90, 0.71, -0.08], [1.89, -0.30, 0.00], [-1.57, -0.18, -0.78], [-1.77, -0.33, 0.63], [-0.42, 0.04, 0.16], [0.74, -0.80, 0.08], [4.25, -1.09, 0.02], [3.30, 1.71, -0.30], [-1.48, -1.11, -1.35], [-2.19, 0.59, -1.30], [-2.23, 0.36, 1.26], [-1.72, -1.21, 1.08], [-0.15, 1.05, 0.17]], "lowdin_spin": [0.595, 0.621, 0.134, 0.063, 0.036, 0.058, 0.401, 0.037, 0.047, 0.000, 0.006, 0.002, 0.001, 0.000], "spin_multiplicity": 3, "fmax_ev_per_a": 8.52, "s2": 2.03, "gap_ha": [0.21793, 0.26107], "de_lowest_kj_mol": 337.25, "homo_ev": [-4.81, -9.50]}

{"formula": "C4H4", "method": "ωB97M-V/def2-TZVPD", "elements": ["C", "C", "C", "C", "H", "H", "H", "H"], "xyz": [[1.35, -0.36, 0.50], [0.41, 0.20, 1.31], [-0.83, -0.18, 0.51], [0.30, -0.19, -0.41], [2.41, -0.47, 0.45], [-1.22, -1.15, 0.77], [-1.62, 0.56, 0.39], [0.45, 0.83, -1.67]], "mulliken_charge": [-0.188, -0.271, -0.214, -0.253, 0.350, 0.191, 0.225, 0.161], "fmax_ev_per_a": 4.29, "gap_ha": 0.33589, "de_lowest_kj_mol": 362.76, "homo_ev": -8.42}

{"formula": "C5H11NO2", "method": "ωB97M-V/def2-TZVPD", "elements": ["C", "N", "C", "O", "C", "C", "C", "H", "H", "H", "H", "H", "H", "H", "H", "H", "H", "H", "O"], "xyz": [[-1.09, 0.32, -0.63], [-0.07, -0.72, -0.42], [-0.31, -2.04, -0.86], [0.16, -2.82, -0.05], [0.57, -0.35, 0.93], [-0.16, 0.83, 1.68], [-1.27, 1.27, 0.61], [-2.08, -0.11, -0.87], [-0.64, 0.83, -1.61], [-0.94, -2.51, -1.59], [1.73, -0.25, 0.60], [0.73, -1.15, 1.68], [0.49, 1.60, 2.17], [-0.65, 0.30, 2.52], [-2.34, 1.32, 0.96], [-1.09, 2.32, 0.09], [2.40, 0.89, -1.16], [2.55, -0.30, -2.10], [2.01, 0.57, -1.95]], "mulliken_charge": [-0.713, 0.236, -0.023, -0.576, -0.580, -0.487, -0.440, 0.279, 0.292, 0.456, 0.167, 0.310, 0.348, 0.228, 0.352, 0.171, 0.293, 0.329, -0.640], "smiles": "O=CN1CCCC1.O", "fmax_ev_per_a": 5.73, "gap_ha": 0.34032, "de_lowest_kj_mol": 334.95, "homo_ev": -8.56}

{"formula": "C4H4O5Sr", "method": "ωB97M-V/def2-TZVPD", "elements": ["O", "C", "O", "O", "C", "H", "C", "H", "H", "H", "C", "O", "O", "Sr"], "xyz": [[1.76, -1.28, 1.58], [1.35, -0.12, 1.65], [1.64, 0.76, 2.45], [0.35, 0.39, 0.48], [0.46, -0.26, -0.83], [1.51, -0.59, -0.93], [-0.42, -1.50, -0.90], [-0.21, -2.22, -0.09], [-1.49, -1.25, -0.84], [-0.24, -2.03, -1.85], [-1.37, 2.05, 0.59], [-1.30, 2.49, -0.52], [-1.99, 1.95, 1.58], [-0.05, 1.61, -2.37]], "mulliken_charge": [-0.593, 0.559, -0.650, -0.276, -0.938, 0.570, -0.856, 0.282, 0.222, 0.332, 0.858, -0.709, -0.284, 1.481], "fmax_ev_per_a": 2.85, "gap_ha": 0.19465, "de_lowest_kj_mol": 324.38, "homo_ev": -7.28}

{"formula": "C11H17Cl3O3Ru", "method": "ωB97M-V/def2-TZVPD", "elements": ["C", "C", "C", "C", "C", "C", "C", "C", "C", "C", "Ru", "Cl", "Cl", "Cl", "H", "H", "H", "H", "H", "H", "H", "H", "H", "H", "H", "H", "H", "H", "H", "O", "H", "O", "C", "O", "H"], "xyz": [[-0.96, 0.85, -0.70], [-1.20, -0.55, -1.00], [0.10, -1.20, -0.99], [-2.36, -1.05, -1.80], [1.07, -0.24, -0.62], [0.43, 1.01, -0.44], [1.09, 2.29, -0.14], [-1.90, 1.94, -1.01], [0.33, -2.59, -1.42], [2.52, -0.50, -0.47], [-1.45, -0.61, 1.09], [-2.09, -2.71, 1.08], [-3.67, 0.05, 1.09], [0.43, -1.51, 2.19], [-3.21, -0.38, -1.67], [-2.65, -2.03, -1.43], [-2.08, -1.13, -2.86], [-0.35, -3.28, -0.89], [1.36, -2.91, -1.22], [0.13, -2.70, -2.50], [2.70, -1.56, -0.25], [2.93, 0.09, 0.37], [3.07, -0.24, -1.38], [1.87, 2.16, 0.62], [0.35, 2.98, 0.27], [1.54, 2.75, -1.03], [-2.92, 1.61, -0.88], [-1.76, 2.29, -2.05], [-1.73, 2.79, -0.35], [-1.10, 1.03, 2.26], [-0.15, 1.02, 2.54], [3.57, 0.18, 3.10], [2.42, 0.58, 3.38], [1.63, 1.35, 2.76], [2.03, 0.19, 4.35]], "lowdin_spin": [0.103, 0.050, 0.192, 0.010, 0.145, 0.197, 0.032, 0.010, 0.027, 0.021, 2.643, 0.157, 0.157, 0.067, 0.000, 0.002, 0.001, 0.007, -0.001, 0.010, 0.001, 0.003, 0.008, 0.004, 0.002, 0.014, 0.001, 0.005, 0.000, 0.117, 0.008, 0.001, 0.001, 0.004, 0.000], "spin_multiplicity": 5, "total_charge": -2, "fmax_ev_per_a": 5.11, "s2": 6.03, "gap_ha": [0.22253, 0.24142], "de_lowest_kj_mol": 0.75, "homo_ev": [-0.57, -1.43]}